{"formula": "C3H11N", "method": "wB97M-V/def2-TZVPD", "fmax_ev_per_a": 1.079, "energy_ev": -4778.823, "homo_ha": -0.32607, "smiles": "CNC.C", "relative_energy_kcal_mol": 15.5, "elements": ["C", "H", "H", "H", "H", "C", "N", "C", "H", "H", "H", "H", "H", "H", "H"], "xyz": [[-1.598, -1.843, 2.259], [-2.094, -2.448, 1.506], [-2.362, -1.264, 2.779], [-0.958, -1.113, 1.768], [-0.981, -2.377, 2.976], [0.420, 0.226, -0.204], [0.460, 1.505, -0.905], [1.137, 1.388, -2.208], [1.335, -0.382, -0.268], [0.356, 0.394, 0.873], [-0.435, -0.338, -0.575], [0.929, 2.191, -0.330], [1.958, 0.667, -2.165], [1.431, 2.369, -2.575], [0.401, 1.025, -2.931]]}

=====

{"formula": "C5H8O3", "method": "wB97M-V/def2-TZVPD", "fmax_ev_per_a": 6.721, "energy_ev": -11448.980, "homo_ha": -0.32900, "relative_energy_kcal_mol": 196.9, "elements": ["C", "C", "C", "C", "C", "H", "H", "H", "H", "H", "H", "H", "H", "O", "O", "O"], "xyz": [[-0.300, 0.619, -1.661], [-0.830, 0.460, -0.304], [-0.405, -0.593, 1.670], [1.017, -0.335, 0.768], [0.416, -0.164, -0.572], [-0.168, 2.548, -1.054], [-0.697, -0.167, -2.411], [-0.705, 1.512, 0.312], [-0.512, -1.547, 2.346], [-0.650, 0.319, 2.498], [1.819, -0.945, 0.878], [1.444, 0.619, 1.160], [0.992, -2.193, -1.095], [0.000, 1.939, -1.969], [-1.388, -0.527, 0.449], [-0.032, -1.545, -1.013]]}

=====

{"formula": "C5H10N2O", "method": "wB97M-V/def2-TZVPD", "fmax_ev_per_a": 3.547, "energy_ev": -10373.036, "homo_ha": -0.35459, "smiles": "[H]/N=C(\\C)C=O.[H]/N=C\\C", "relative_energy_kcal_mol": 52.3, "elements": ["C", "C", "C", "N", "C", "C", "N", "O", "H", "H", "H", "H", "H", "H", "H", "H", "H", "H"], "xyz": [[-1.228, -0.635, 0.821], [-2.601, -0.488, 0.244], [2.382, -0.032, -0.006], [-0.334, -1.472, 0.454], [1.243, 0.665, -0.659], [0.327, 1.515, 0.296], [0.875, 0.626, -1.866], [0.729, 1.942, 1.349], [-0.549, -1.941, -0.427], [-1.067, -0.165, 1.788], [1.436, 0.015, -2.460], [-0.428, 2.015, -0.329], [-3.325, -0.293, 1.035], [-2.907, -1.370, -0.317], [-2.621, 0.367, -0.432], [2.143, -1.099, 0.052], [2.611, 0.262, 1.015], [3.313, 0.088, -0.559]]}

=====

{"formula": "C16H22N2O3", "method": "wB97M-V/def2-TZVPD", "fmax_ev_per_a": 15.265, "energy_ev": -26056.282, "homo_ha": -0.30374, "smiles": "CC(=O)Nc1cccc(OCCCNC(=O)C2CCC2)c1", "relative_energy_kcal_mol": 401.5, "elements": ["C", "C", "O", "N", "C", "C", "C", "C", "C", "C", "H", "H", "H", "O", "C", "H", "C", "H", "C", "N", "C", "O", "C", "H", "C", "H", "H", "C", "H", "H", "C", "H", "H", "H", "H", "H", "H", "H", "H", "H", "H", "H", "H"], "xyz": [[1.643, -2.637, 3.580], [1.222, -2.178, 2.105], [1.941, -1.923, 1.143], [-0.099, -2.271, 2.097], [-0.749, -1.866, 1.085], [-0.456, -1.668, -0.102], [-1.389, -1.223, -1.038], [-2.575, -1.276, -1.024], [-3.099, -1.567, 0.263], [-2.303, -1.799, 1.289], [-2.829, -2.224, 2.230], [-4.183, -1.567, 0.447], [-3.139, -0.792, -1.752], [-0.974, -1.056, -2.543], [0.595, -0.847, -2.774], [0.851, -1.738, -2.938], [0.628, 0.382, -3.787], [1.612, 0.370, -4.041], [0.032, 1.547, -3.583], [0.534, 2.047, -2.178], [0.057, 2.176, -1.047], [-1.410, 2.047, -0.898], [0.740, 2.451, 0.109], [1.638, 2.903, -0.071], [1.103, 1.120, 0.951], [1.923, 0.850, 1.068], [0.270, 0.723, 1.029], [0.579, 2.151, 2.165], [-0.209, 1.908, 3.100], [1.460, 2.629, 2.871], [0.168, 3.228, 1.196], [0.669, 4.285, 1.431], [-0.943, 3.332, 1.108], [1.744, 2.181, -2.129], [0.186, 2.340, -4.165], [-1.160, 1.370, -3.321], [0.202, -0.158, -4.822], [0.738, -0.368, -1.774], [0.569, -1.872, -0.372], [-0.771, -2.699, 3.028], [2.695, -2.529, 3.627], [1.134, -3.757, 3.983], [1.356, -2.023, 4.456]]}